# C5H11N2O3

A cluster of 2 separate species, C5H11N2O3 in total at a distorted geometry (the ωB97M-V functional and the def2-TZVPD basis, the Open Molecules 2025 dataset).

For the LUMO energy, the calculation gives -3.6 eV. The total charge is +1. Its energy above the lowest of the compared OMol25 structures with the same formula, charge and spin is 9.9 kcal per mole. The multiplicity is 1. Its HOMO-LUMO gap is 0.3850 hartree. The value obtained for the total energy is -532.11426 a.u. As for the max |F|: 0.0875 hartree/bohr.

Each line ends with the natural charge from an NBO analysis.
Geometry (Å):
C  3.8585  0.5615  -1.8901  1.05
C  -0.2326  0.3852  -0.3265  0.72
C  -0.9609  -0.9712  -2.1575  -0.47
C  -0.3371  -0.3034  2.9199  -0.40
C  -1.3331  0.1346  0.6861  -0.33
N  -0.0496  -0.0257  -1.5591  -0.50
N  -0.9797  0.6921  2.0018  -0.65
O  4.9929  0.5150  -1.8033  -0.45
O  0.6670  1.3077  0.0284  -0.60
O  2.7068  0.6399  -1.9832  -0.59
H  -0.5029  -1.3169  -3.0842  0.24
H  -1.0986  -1.9310  -1.6364  0.23
H  -1.9239  -0.7323  -2.4905  0.24
H  -0.0020  0.3599  3.6514  0.23
H  -1.1093  -1.0095  3.1267  0.20
H  0.4930  -0.6627  2.1974  0.18
H  -1.4648  -0.9757  0.6312  0.22
H  -2.2262  0.5643  0.3252  0.27
H  0.8069  0.1299  -2.0505  0.47
H  -1.8549  1.0854  2.4490  0.40
H  0.5505  1.5529  0.9644  0.53